DFT (the ωB97M-V functional and the def2-TZVPD basis) results for a structure of composition C28H23CdN11O7PTe.

XYZ file:
```
72
Properties=species:S:1:pos:R:3
Cd 0.74517 -0.66031 -0.19604
C -4.96544 -0.11666 1.92723
N -3.53393 -0.28646 2.07855
C -2.77142 0.28686 3.06089
C -1.48826 -0.10205 2.81722
N -1.44012 -0.90044 1.70750
C -2.67883 -0.99695 1.27754
P -3.26981 -1.80205 -0.24344
C -1.97500 -3.03408 -0.50801
N -0.67658 -2.85089 -0.41796
C -0.09104 -4.05214 -0.68396
C -1.05606 -4.98507 -0.92941
N -2.25900 -4.33902 -0.80680
C -3.56687 -4.93734 -1.00243
C -2.70452 -0.51549 -1.41041
N -1.55746 0.11451 -1.29994
C -1.53981 1.07296 -2.27299
C -2.70627 1.02501 -2.98203
N -3.44939 0.01195 -2.42753
C -4.77857 -0.38711 -2.85389
H -5.44156 -0.14416 2.90533
H -5.20130 0.83345 1.44576
H -5.36633 -0.92526 1.32272
H -3.20487 0.91453 3.82184
H -0.60052 0.15189 3.36842
H 0.97924 -4.16722 -0.66337
H -0.99619 -6.03348 -1.16866
H -3.43226 -5.99686 -1.20330
H -4.18263 -4.82663 -0.11169
H -4.08475 -4.48477 -1.84717
H -0.68636 1.71636 -2.41076
H -3.06396 1.59762 -3.82144
H -4.83628 -0.35780 -3.94005
H -4.97992 -1.40066 -2.51843
H -5.54129 0.27393 -2.43990
Te 1.40876 -1.12147 -2.80611
C 3.51687 -1.25059 -2.71505
C 4.25010 -1.37263 -3.89644
C 5.63643 -1.46005 -3.86991
C 6.31704 -1.42580 -2.65990
C 5.59505 -1.30541 -1.47940
C 4.20835 -1.21890 -1.50235
H 3.72909 -1.39867 -4.84730
H 6.18639 -1.55173 -4.80013
H 7.39848 -1.49332 -2.63754
H 6.11182 -1.27813 -0.52711
H 3.66771 -1.12892 -0.56915
O 2.10156 -1.90734 1.27917
N 1.41776 -2.84318 1.83266
C 1.15651 -2.67896 3.10671
C 1.54681 -1.51755 3.85540
N 1.84449 -0.58258 4.45740
C 0.37208 -3.70220 3.74136
N -0.26599 -4.51612 4.24805
O 2.27217 1.24963 0.10823
C 1.30510 1.87659 0.57532
O 0.15565 1.39958 0.77769
C 1.50526 3.33455 0.91960
C 0.41305 4.18815 0.95839
C 0.61323 5.52199 1.26378
C 1.85975 6.03213 1.56194
C 2.92232 5.15278 1.52424
C 2.77417 3.81861 1.19359
N 4.27192 5.67244 1.83653
O 4.37395 6.85513 2.09928
O 5.19453 4.88831 1.80663
N -0.54271 6.44298 1.28443
O -1.61670 6.00971 0.92376
O -0.35275 7.57855 1.67356
H -0.57810 3.80514 0.76236
H 2.00278 7.07180 1.80888
H 3.62925 3.15930 1.13802
```

Electronic energy in eV: -81275.4001
Total charge: -1
Frontier orbital gap in eV: 5.433
Lowest unoccupied orbital energy in eV: 1.3
Maximum force in eV Å⁻¹: 0.51